Entry 1:
This record from OMol25 describes a 9-piece molecular cluster, C36H99N9O9 overall at a distorted geometry. The level of theory is the ωB97M-V functional and the def2-TZVPD basis.

CARTESIAN COORDINATES (ANGSTROEM)
O  -25.52  11.48  -7.88
O  -12.22  11.53  -12.24
O  -25.84  16.65  -9.15
O  -20.21  14.06  -9.59
O  -21.91  11.88  -5.34
O  -17.88  12.75  -17.29
O  -21.96  18.25  -5.65
O  -18.99  19.88  -13.18
O  -20.65  10.90  -13.87
N  -21.28  20.49  -3.78
N  -18.97  15.58  -11.52
N  -20.68  9.72  -6.44
N  -10.24  8.31  -11.73
N  -24.77  15.80  -12.10
N  -22.82  19.27  -12.59
N  -27.05  9.38  -6.48
N  -23.57  13.31  -13.97
N  -16.07  15.40  -15.30
C  -16.71  14.94  -16.50
C  -22.63  12.44  -13.31
C  -21.53  9.48  -5.28
C  -20.74  14.00  -8.29
C  -22.49  17.48  -6.74
C  -17.43  13.57  -16.17
C  -26.60  10.53  -5.70
C  -18.41  14.28  -11.15
C  -11.86  10.12  -12.37
C  -15.85  14.94  -17.79
C  -23.20  16.72  -10.61
C  -21.99  13.15  -4.59
C  -9.34  10.51  -12.48
C  -23.53  21.04  -3.39
C  -13.50  11.86  -12.62
C  -21.71  10.81  -4.45
C  -21.84  21.37  -13.64
C  -22.92  19.25  -5.11
C  -24.32  11.91  -8.58
C  -18.81  14.00  -9.64
C  -10.47  9.73  -11.75
C  -22.55  19.93  -3.74
C  -26.31  10.03  -4.29
C  -25.37  15.47  -9.66
C  -23.43  11.51  -12.43
C  -21.68  11.83  -14.36
C  -19.04  13.21  -17.81
C  -24.23  15.60  -10.76
C  -19.50  11.30  -13.26
C  -16.86  14.19  -11.41
C  -25.38  11.13  -6.47
C  -18.69  19.33  -14.46
C  -26.63  17.39  -10.08
C  -20.24  19.52  -12.56
C  -20.96  8.37  -4.49
C  -21.60  19.82  -13.21
H  -20.14  20.06  -11.62
H  -15.98  16.40  -15.37
H  -15.09  14.16  -17.89
H  -24.96  11.97  -5.91
H  -27.23  18.10  -9.50
H  -17.55  15.62  -16.64
H  -16.74  15.22  -14.56
H  -23.78  12.18  -11.65
H  -24.34  11.14  -12.90
H  -9.12  10.03  -13.44
H  -22.51  9.25  -5.70
H  -17.78  19.85  -14.75
H  -20.01  8.77  -4.13
H  -16.33  14.77  -10.66
H  -23.76  17.65  -10.68
H  -18.71  10.57  -13.10
H  -18.83  14.19  -18.26
H  -18.91  16.28  -10.79
H  -27.32  16.78  -10.67
H  -12.59  9.50  -11.84
H  -21.91  12.97  -12.68
H  -16.87  12.86  -15.55
H  -19.50  19.60  -15.14
H  -20.18  18.44  -12.43
H  -19.07  12.11  -13.85
H  -22.96  20.06  -5.84
H  -20.48  14.82  -7.62
H  -23.75  12.77  -8.24
H  -18.43  18.28  -14.33
H  -22.95  13.20  -4.08
H  -22.54  10.68  -3.76
H  -18.94  13.56  -11.78
H  -26.13  10.92  -3.68
H  -10.98  7.65  -11.56
H  -21.50  8.06  -3.60
H  -23.93  18.87  -5.03
H  -23.08  14.15  -14.23
H  -22.58  21.46  -14.44
H  -16.61  14.76  -18.56
H  -19.78  11.64  -12.26
H  -16.63  14.54  -12.42
H  -24.53  12.06  -9.64
H  -24.25  13.72  -13.35
H  -22.30  11.32  -15.09
H  -20.87  10.71  -6.35
H  -24.54  20.68  -3.18
H  -25.60  15.24  -12.23
H  -15.37  15.89  -18.01
H  -20.82  10.96  -3.84
H  -23.32  16.80  -6.52
H  -26.97  9.73  -7.42
H  -22.69  16.62  -9.65
H  -20.68  7.49  -5.07
H  -16.49  13.17  -11.33
H  -23.79  14.60  -10.73
H  -23.64  21.70  -4.25
H  -22.76  10.74  -12.05
H  -13.53  12.94  -12.73
H  -18.22  13.75  -15.44
H  -25.47  9.35  -4.22
H  -22.14  21.89  -12.72
H  -9.50  8.02  -11.11
H  -19.96  15.40  -11.43
H  -22.50  19.07  -3.09
H  -21.44  19.33  -14.17
H  -18.53  12.96  -9.48
H  -10.53  10.04  -10.70
H  -19.70  9.68  -6.20
H  -22.52  16.65  -11.46
H  -23.50  11.20  -8.61
H  -22.92  19.59  -11.63
H  -21.80  14.01  -8.53
H  -21.34  21.33  -4.33
H  -26.15  14.79  -10.03
H  -14.14  11.42  -11.85
H  -20.44  13.04  -7.85
H  -27.41  11.25  -5.62
H  -24.62  10.36  -6.38
H  -24.97  14.99  -8.77
H  -23.14  21.55  -2.51
H  -21.82  14.06  -5.16
H  -8.41  10.48  -11.91
H  -9.41  11.58  -12.67
H  -22.94  18.15  -7.47
H  -26.14  18.00  -10.84
H  -20.78  19.90  -4.43
H  -19.92  13.18  -17.18
H  -19.25  12.70  -18.75
H  -13.72  11.30  -13.53
H  -27.29  9.64  -4.01
H  -21.26  12.62  -14.98
H  -11.72  9.85  -13.42
H  -23.65  19.63  -13.04
H  -20.95  21.86  -14.03
H  -18.26  14.71  -9.02
H  -25.00  16.78  -12.15
H  -21.75  16.82  -7.17
H  -21.18  13.18  -3.85
H  -28.02  9.34  -6.21

Calculated values
Energy, Eh: -2600.593593
Lowest unoccupied orbital energy, eV: 0.365
Energy relative to the best compared isomer or geometry (same formula, charge and spin), eV: 6.554
Largest force on an atom, eV/Å: 3.88
Spin multiplicity: 1
Structure (SMILES): COC[C@H](C)N.COC[C@H](C)N.COC[C@H](C)N.COC[C@H](C)N.COC[C@H](C)N.COC[C@H](C)N.COC[C@H](C)N.COC[C@H](C)N.COC[C@H](C)N


Entry 2:
This record from OMol25 describes C37H103BF3N9O12PtS as an isolated structure at a distorted geometry. The level of theory is the ωB97M-V functional and the def2-TZVPD basis.

CARTESIAN COORDINATES (ANGSTROEM)
Pt  1.61  0.02  0.99
S  4.41  -0.03  2.95
F  6.71  -1.31  3.61
F  4.97  -2.65  3.00
F  6.04  -1.46  1.56
O  -4.13  6.20  1.31
O  3.50  0.08  1.79
O  5.27  1.20  3.08
O  -1.82  -2.08  6.64
O  4.26  3.59  -1.90
O  1.64  1.95  1.88
O  -4.44  -1.76  -2.98
O  -0.27  4.81  -0.24
O  3.29  -3.04  -2.07
O  3.70  -0.23  4.15
O  -1.31  -6.19  0.91
O  -0.30  -0.54  -6.42
N  1.26  -0.61  3.20
N  1.43  -0.83  -3.10
N  -4.32  3.84  3.13
N  0.49  -2.74  5.24
N  2.51  1.05  -1.07
N  -2.05  0.32  -2.56
N  1.99  -1.98  0.10
N  -0.05  2.48  -1.86
N  -0.95  -3.08  -0.87
C  -2.74  -1.96  7.69
C  5.62  -1.51  2.78
C  -0.59  0.82  -6.50
C  3.06  -3.89  -0.96
C  0.25  3.79  -2.38
C  -3.75  4.82  0.88
C  -2.12  -7.32  0.60
C  -2.77  2.67  1.70
C  -3.39  0.38  -2.05
C  -0.37  6.03  0.42
C  -3.29  4.04  2.12
C  0.11  3.70  -3.97
C  3.28  -3.56  -3.41
C  -2.54  -3.44  0.89
C  -3.67  1.82  -1.70
C  4.15  2.19  -2.36
C  0.05  -1.09  -5.13
C  0.53  0.64  3.58
C  1.11  -0.26  -4.36
C  4.56  -0.10  -1.48
C  0.26  0.61  5.10
C  -1.12  -5.37  -0.19
C  1.33  1.96  3.29
C  -4.84  -2.43  -4.14
C  -0.82  -3.22  4.81
C  -1.20  -3.96  0.25
C  -4.38  -0.32  -3.05
C  -4.93  6.87  0.32
C  2.40  -3.99  1.56
C  -0.69  4.82  -1.69
C  2.42  -0.16  -5.08
C  3.95  1.22  -1.19
C  2.24  3.15  1.45
C  -1.76  -3.41  6.06
C  4.18  4.56  -2.87
C  2.90  -3.10  0.39
C  -0.65  -4.61  4.10
B  -0.51  -0.08  0.25
H  -2.49  4.57  2.65
H  2.13  -1.77  -0.88
H  -1.77  4.67  -1.74
H  -1.55  -5.01  3.64
H  -3.54  -0.14  -1.10
H  2.31  1.99  3.76
H  -0.93  2.18  -2.26
H  0.54  -2.05  -5.31
H  2.37  0.59  -5.87
H  2.62  -1.14  -5.53
H  3.47  -2.95  -4.29
H  -1.70  -7.84  -0.26
H  -1.96  -0.68  -2.72
H  0.38  -1.92  5.82
H  0.87  2.87  3.67
H  -5.92  -2.53  -4.12
H  -2.42  -2.54  8.56
H  -3.51  2.11  1.13
H  -1.86  -5.59  -0.97
H  0.36  6.77  0.10
H  1.87  -1.74  -3.15
H  3.32  3.09  1.61
H  1.02  -2.26  0.07
H  -0.36  -0.20  5.47
H  0.76  -3.35  6.01
H  3.31  2.19  -3.06
H  -1.50  0.51  -1.74
H  -0.18  5.84  1.48
H  4.86  4.45  -3.72
H  2.21  0.42  -1.80
H  -3.72  -2.27  7.32
H  -2.46  2.00  2.51
H  -4.16  -0.09  -4.09
H  2.01  -0.62  3.87
H  -0.41  0.77  3.04
H  5.06  2.02  -2.93
H  1.82  3.96  2.04
H  -1.42  -4.15  6.79
H  -0.84  3.41  -4.41
H  3.84  -2.59  0.59
H  -4.81  4.71  3.25
H  -3.78  3.60  3.95
H  -2.36  -2.59  1.54
H  3.15  4.78  -3.12
H  -4.27  7.26  -0.46
H  0.17  1.59  -6.35
H  -3.17  -7.01  0.59
H  1.61  -4.66  1.20
H  -2.95  -4.23  1.51
H  -3.02  4.87  0.07
H  -0.51  -3.86  1.09
H  2.06  3.47  0.42
H  -2.99  -0.91  7.80
H  -1.60  -3.31  -1.60
H  2.12  1.93  -1.35
H  4.27  1.73  -0.28
H  2.28  -4.64  -1.09
H  -0.22  -5.72  -0.70
H  0.53  -0.94  -2.65
H  1.24  0.65  5.58
H  -5.40  0.04  -2.91
H  0.71  -1.39  3.54
H  -0.11  1.55  5.50
H  -1.95  2.72  0.99
H  -1.58  -0.11  0.09
H  -2.19  -8.17  1.28
H  4.58  -0.80  -0.64
H  3.22  0.00  -4.36
H  0.02  -0.37  -0.64
H  -4.40  1.98  -0.91
H  -0.19  0.88  0.64
H  -1.15  0.93  -7.42
H  3.17  -4.59  2.04
H  -5.76  6.25  -0.02
H  1.28  3.98  -2.10
H  -0.89  -1.35  -4.63
H  -1.12  -2.19  -0.42
H  0.87  2.99  -4.32
H  -1.21  -2.59  4.01
H  -2.77  -3.72  5.79
H  2.34  -4.08  -3.59
H  -3.32  -3.30  0.14
H  4.02  -4.36  -3.49
H  -0.47  -5.40  4.83
H  -3.93  2.41  -2.58
H  3.93  -0.51  -2.27
H  1.91  -3.47  2.39
H  -0.11  2.71  -0.88
H  4.54  5.50  -2.46
H  -0.30  -0.80  1.02
H  0.76  0.74  -4.10
H  -2.73  2.24  -1.32
H  3.96  -4.48  -0.80
H  -4.63  4.26  0.60
H  0.16  -4.62  3.37
H  0.47  4.66  -4.34
H  -0.40  5.74  -2.21
H  -4.34  -2.17  -5.07
H  -1.32  1.05  -5.73
H  -5.41  7.76  0.74
H  5.52  -0.10  -2.00
H  -4.36  -3.39  -3.92
H  -1.35  6.50  0.34

Calculated values
Energy, Eh: -3708.689044
Expectation value of S²: 2.004
Lowest unoccupied orbital energy (spin up / spin down), eV: 0.498 / 0.494
Energy relative to the best compared isomer or geometry (same formula, charge and spin), eV: 0.000
Largest force on an atom, eV/Å: 5.49
Spin multiplicity: 3